Molecular formula: C50H109F6N5O8
Method: DFT, ωB97M-V/def2-TZVPD

* LUMO energy (alpha / beta): -0.078 / -0.243 Ha
* HOMO (alpha / beta): -9.9 / -9.9 eV
* frontier orbital gap (alpha / beta): 7.79 / 3.30 eV

```
! wB97M-V def2-TZVPD RIJCOSX def2/J DEFGRID3
* xyz 1 2
C 0.5741 11.7888 -6.6850
C 0.2303 11.2381 -8.0478
N 0.9711 11.7877 -9.1627
C 0.6944 11.1045 -10.3871
C -0.6192 11.5169 -10.9672
C 2.4304 11.6967 -8.8067
C 3.2634 12.4785 -9.8690
H 0.7442 12.8563 -6.5447
H 1.4736 11.2690 -6.3551
H -0.1248 11.4742 -5.9099
H 0.3123 10.1607 -7.9040
H -0.8480 11.3490 -8.1626
H 1.4103 11.4070 -11.1514
H 0.7876 10.0193 -10.3449
H -0.7645 11.0727 -11.9520
H -1.3633 11.0045 -10.3574
H -0.6110 12.6063 -11.0004
H 2.7932 10.6759 -8.6867
H 2.5480 12.3184 -7.9192
H 2.6789 13.2382 -10.3879
H 3.6551 11.8367 -10.6582
H 4.1176 12.9867 -9.4215
C -0.7544 -2.7119 -7.5324
C -0.1787 -1.2829 -7.2783
N 0.1839 -0.5148 -8.4993
C 0.7107 0.8340 -8.1667
C 2.0854 0.7172 -7.4424
C -0.9310 -0.3989 -9.4015
C -0.4750 -0.2319 -10.9117
H -0.5752 -3.2827 -6.6213
H -0.1625 -3.1074 -8.3579
H -1.8441 -2.7339 -7.5352
H -1.0190 -0.7489 -6.8346
H 0.6617 -1.4157 -6.5970
H 0.8665 1.3608 -9.1081
H 0.0604 1.3327 -7.4480
H 2.5129 1.7084 -7.5939
H 2.0009 0.5682 -6.3659
H 2.7571 0.0347 -7.9631
H -1.5189 0.4172 -8.9815
H -1.4757 -1.3428 -9.3832
H -1.3853 -0.3078 -11.5063
H 0.2334 -1.0069 -11.2045
H 0.0172 0.7235 -11.0936
C 3.9300 8.5747 -2.1240
C 5.0570 7.5413 -2.4005
N 5.3871 6.5884 -1.3226
C 4.2934 5.7156 -0.9235
C 3.7557 4.7569 -2.0285
C 6.1229 7.2235 -0.2337
C 7.4230 8.0036 -0.6392
H 2.9845 8.1343 -2.4404
H 4.0786 9.4740 -2.7218
H 3.9219 8.8936 -1.0817
H 4.7513 6.8979 -3.2255
H 5.9740 7.9971 -2.7738
H 4.5978 5.1376 -0.0509
H 3.5185 6.3475 -0.4897
H 3.0734 4.0549 -1.5491
H 3.1588 5.2789 -2.7764
H 4.5112 4.1541 -2.5325
H 6.3605 6.4240 0.4680
H 5.4115 7.8069 0.3507
H 7.7433 8.4987 0.2775
H 7.3372 8.8113 -1.3660
H 8.2904 7.3898 -0.8821
C 4.2477 8.3721 -7.6784
C 4.0933 7.1479 -6.8040
N 2.6937 6.7584 -6.7079
C 1.7042 7.8039 -6.4427
C 1.7822 8.5079 -5.0753
C 2.5154 5.5360 -5.8927
C 2.7916 4.2500 -6.6626
H 3.7766 9.2611 -7.2589
H 3.9629 8.2660 -8.7252
H 5.2948 8.6444 -7.8108
H 4.5905 6.3437 -7.3464
H 4.3835 7.3582 -5.7746
H 0.7153 7.3760 -6.6075
H 1.6791 8.5094 -7.2733
H 1.7742 7.7722 -4.2710
H 0.9439 9.1819 -4.8990
H 2.6815 9.0976 -4.8978
H 3.0374 5.6651 -4.9445
H 1.4862 5.4447 -5.5456
H 2.3154 4.1009 -7.6316
H 3.8614 4.3039 -6.8646
H 2.6907 3.3543 -6.0497
C 4.7971 14.5395 -1.5486
C 3.7404 14.5102 -2.6729
N 3.5163 13.1515 -3.1093
C 2.0937 13.0678 -3.5891
C 1.1129 12.9085 -2.3944
C 4.5253 12.8005 -4.1540
C 4.3619 11.5142 -5.0013
H 4.4423 13.9790 -0.6837
H 4.9838 15.5497 -1.1843
H 5.8222 14.3077 -1.8377
H 2.9028 15.1173 -2.3293
H 4.0084 15.1999 -3.4732
H 1.9489 13.9068 -4.2696
H 1.8615 12.2105 -4.2210
H 1.5828 12.6754 -1.4389
H 0.6262 13.8683 -2.2209
H 0.2772 12.2826 -2.7073
H 5.4924 12.7239 -3.6571
H 4.6440 13.6302 -4.8508
H 4.5154 10.6560 -4.3471
H 5.0609 11.5615 -5.8363
H 3.3969 11.2158 -5.4110
C 7.1320 10.6662 -9.8873
C 7.8539 10.4154 -8.5516
O 8.3224 11.6617 -7.9997
C 7.5147 12.7616 -7.6967
O 6.3007 12.6980 -7.7991
C 8.1110 13.8956 -6.9281
F 7.9054 13.6413 -5.6171
F 9.4547 14.0639 -7.2221
F 7.5643 15.0703 -7.2295
H 6.9136 9.6548 -10.2300
H 7.6845 11.1892 -10.6680
H 6.2263 11.2543 -9.7389
H 8.6556 9.6982 -8.7280
H 7.2115 10.0405 -7.7548
C 6.2933 4.6196 -5.0490
C 7.7916 4.4604 -5.2939
O 8.4191 3.4654 -4.4866
C 8.2853 2.0363 -4.7724
O 7.6472 1.5983 -5.7262
C 9.0298 1.1753 -3.7495
F 9.1228 1.9571 -2.6337
F 8.2829 0.0689 -3.4095
F 10.2474 0.9364 -4.2418
H 5.8578 5.5472 -5.4204
H 6.0311 4.5832 -3.9917
H 5.6607 3.8986 -5.5668
H 8.2615 5.3466 -4.8672
H 8.2053 4.3547 -6.2968
C -0.9653 6.6685 -4.1026
C -0.7491 5.3997 -3.3710
O 0.3208 5.1161 -2.8674
C -1.8477 4.3714 -3.2528
H -0.1645 6.7331 -4.8392
H -0.9011 7.5520 -3.4674
H -1.8808 6.6811 -4.6940
H -2.0814 3.9981 -4.2499
H -2.7166 4.7441 -2.7105
H -1.5602 3.5220 -2.6331
C 1.3182 5.9406 -9.7009
C 0.0452 5.6356 -8.9598
O -0.6629 6.5251 -8.5441
C -0.4667 4.2410 -8.9690
H 1.5873 6.9614 -9.4296
H 1.3489 6.0313 -10.7867
H 2.2040 5.3580 -9.4475
H -0.2764 3.8830 -7.9571
H -0.0704 3.5943 -9.7518
H -1.5470 4.0983 -8.9437
C 2.8750 2.5945 -10.5456
C 3.7866 3.0985 -11.6325
O 4.0409 4.2868 -11.7880
C 4.5162 2.0456 -12.5224
H 3.5433 2.2941 -9.7386
H 2.4502 1.7022 -11.0056
H 2.1867 3.3625 -10.1927
H 5.1012 1.2361 -12.0857
H 5.0764 2.5238 -13.3259
H 3.7964 1.5151 -13.1458
C 6.7912 6.4271 -11.4582
C 6.9793 6.0873 -9.9586
O 7.1157 6.9721 -9.0907
C 7.1617 4.6163 -9.5909
H 6.8985 5.5175 -12.0491
H 7.5451 7.1386 -11.7952
H 5.8114 6.8540 -11.6723
H 6.3164 4.0157 -9.9268
H 7.2431 4.4570 -8.5156
H 8.0477 4.2599 -10.1163
*
```


Molecular formula: CH9N2O
Method: DFT, ωB97M-V/def2-TZVPD

* LUMO energy (alpha / beta): -0.307 / -0.540 Ha
* HOMO (alpha / beta): -20.5 / -20.5 eV
* relative energy (zero: lowest compared OMol25 entry of this formula, charge and spin): 3.4 kcal per mole
* frontier orbital gap (alpha / beta): 12.18 / 5.81 eV

```
! wB97M-V def2-TZVPD RIJCOSX def2/J DEFGRID3
* xyz 2 2
O -1.2310 0.4389 -2.2100
H -1.4624 -0.4838 -2.4259
H -0.1951 0.0041 -0.8256
H -0.7929 0.7877 -2.9998
N 0.6623 0.3127 -0.2745
C 0.7086 -0.3900 1.0575
N -0.4863 -0.1599 1.8117
H 1.4721 0.0676 -0.8528
H 0.5548 1.3362 -0.1909
H 0.7463 -1.4320 0.7639
H 1.6509 -0.1692 1.5733
H -0.5836 0.6442 2.4381
H -1.0438 -0.9564 2.1349
*
```